268
Properties=species:S:1:pos:R:3:forces:R:3 method="wB97M-V/def2-TZVPD" e_lumo_ev="-1.76 / -6.99" spin_multiplicity=2 homo_ev="-9.972 / -9.972" s2=0.75 homo_lumo_gap_ev="8.208 / 2.980" charge=+1
Cl 2.417813 4.254473 1.031773 -0.139 -0.319 0.156
C 2.222863 2.500773 0.737693 -0.258 -0.475 -1.509
C 2.026313 2.194223 -0.771907 -0.116 -0.290 1.126
Cl 3.442963 2.653703 -1.697807 0.638 0.368 -0.538
H 1.344013 2.104593 1.246363 0.110 0.274 0.275
H 3.120523 1.971823 1.057873 -0.078 0.222 0.254
H 1.142043 2.657873 -1.209137 0.091 0.154 0.177
H 1.986343 1.109953 -0.876187 -0.305 -0.027 0.190
Cl -6.416997 -1.330797 4.246023 -0.751 0.049 0.275
C -5.067307 -1.054967 3.132043 0.155 0.254 0.733
C -4.054207 -0.091207 3.795613 -0.272 -0.635 -1.126
Cl -4.743027 1.570803 3.896103 0.113 -0.298 0.051
H -5.465247 -0.646837 2.202973 0.103 0.088 0.146
H -4.720017 -2.075207 2.968963 0.756 0.429 -0.116
H -3.202957 -0.042077 3.116593 0.157 0.076 0.263
H -3.738997 -0.406927 4.790133 -0.150 0.030 -0.181
Cl 3.668673 -7.602387 1.948843 -0.033 -0.498 -0.458
C 2.802983 -7.349317 3.473323 0.154 1.048 0.242
C 2.897853 -5.830047 3.754323 -0.126 -0.538 0.591
Cl 1.794503 -4.925737 2.649743 0.500 -0.225 0.223
H 3.300093 -7.973947 4.215483 0.041 0.355 0.126
H 1.767303 -7.678987 3.390863 0.114 0.102 -0.192
H 3.921093 -5.465057 3.665723 -0.078 -0.097 -0.572
H 2.644993 -5.560887 4.779863 -0.526 -0.238 -0.037
Cl 2.930233 0.580913 5.917573 -0.211 0.821 -0.509
C 2.776463 2.037823 4.842653 -0.250 0.320 -0.996
C 1.301063 2.448233 4.561803 0.903 -0.794 1.082
Cl 0.493703 1.045423 3.785023 -0.262 0.011 -0.113
H 3.268993 1.820853 3.894793 -0.080 -0.451 0.097
H 3.399433 2.842513 5.233133 -0.450 0.040 0.514
H 1.161753 3.299283 3.895163 0.414 -0.034 0.115
H 0.805793 2.624773 5.516603 -0.195 0.097 -0.224
Cl -5.510497 -0.697637 -0.563467 0.072 0.647 -0.020
C -6.112407 -2.349497 -0.521857 0.285 -1.102 -1.065
C -5.463087 -3.161537 -1.710837 -0.972 0.840 1.486
Cl -3.740087 -3.407657 -1.336807 -0.036 -0.120 -0.514
H -7.197317 -2.332317 -0.625697 0.085 0.077 -0.093
H -5.860287 -2.767337 0.452793 0.069 -0.098 -0.182
H -5.569367 -2.582947 -2.628457 0.124 -0.140 0.039
H -5.970647 -4.121257 -1.807887 0.258 -0.013 0.005
C 0.366013 -3.010207 5.177803 0.334 -0.110 -0.701
O -0.005497 -2.936527 6.542443 -0.021 -0.117 -0.434
H 0.401763 -2.032147 4.697983 0.072 0.218 0.468
H 1.339193 -3.489277 5.070563 0.310 0.225 0.021
H -0.290067 -3.598977 4.536703 -0.522 -0.184 0.274
H 0.255123 -3.795517 6.882773 -0.197 0.065 0.456
C -4.005007 6.682793 2.332483 -0.052 -0.710 -0.383
O -2.836427 6.125223 1.794163 0.462 -0.752 -0.365
H -4.757967 6.114533 1.786373 -0.675 0.754 0.042
H -4.168787 6.445223 3.383593 0.161 0.134 0.256
H -4.000857 7.760033 2.166203 -0.563 0.062 -0.049
H -2.075477 6.604443 2.130163 0.215 0.295 0.411
C -2.050147 3.914803 5.336773 1.499 -0.580 0.539
O -0.959227 4.678893 5.961623 -1.516 -0.843 -0.862
H -2.823037 3.564813 6.021053 -0.019 0.404 0.395
H -2.541547 4.370533 4.477163 0.240 0.386 -0.062
H -1.544097 3.002893 5.019843 -0.185 -0.064 -0.345
H -1.317127 5.562583 6.073843 0.047 0.683 0.319
C -1.464997 5.343433 -1.341027 -0.056 -1.348 0.546
O -0.909147 4.032393 -1.491037 0.836 0.051 -1.284
H -2.495767 5.126373 -1.060877 -0.249 1.058 0.083
H -0.919407 5.858703 -0.550497 -0.290 0.275 0.023
H -1.379997 5.900833 -2.273867 -0.055 -0.159 -0.003
H -1.294177 3.419743 -0.860167 -0.214 -0.006 0.595
C -2.219077 -3.644967 1.937463 1.294 0.676 0.711
O -2.032197 -2.364037 2.551883 -0.970 -0.521 0.539
H -1.275267 -4.178727 2.048983 0.187 -0.348 -0.442
H -2.911477 -4.233947 2.538943 -0.448 0.321 -0.304
H -2.476527 -3.525677 0.885043 -0.247 -0.352 0.166
H -1.323347 -1.881847 2.119873 -0.042 0.257 -0.492
C 6.233183 1.636733 1.990093 1.220 -0.693 -0.011
O 5.419523 1.332423 3.085353 -1.121 0.478 -0.090
H 6.896833 0.793723 1.797733 0.072 -0.228 -0.271
H 5.684733 1.791203 1.060883 -0.306 0.360 0.272
H 6.920273 2.448653 2.228433 -0.237 0.523 -0.269
H 5.882193 0.735673 3.678173 0.240 -0.426 0.220
C 1.262003 0.638643 -3.992507 -0.027 -0.937 1.173
O 0.984573 -0.637527 -4.579247 -0.365 0.957 -1.573
C 0.747863 -1.731827 -3.716567 1.073 0.471 0.222
C 0.943943 -3.072347 -4.399497 -0.433 0.588 1.729
N -0.116447 -3.368957 -5.324507 -0.040 0.810 1.648
C 0.211643 -4.608497 -5.954667 -0.224 0.809 -2.745
C -0.759487 -4.825847 -7.129617 0.528 -0.629 1.821
O -0.685507 -3.765197 -8.032137 0.316 0.084 0.205
C -1.649487 -3.863727 -9.042707 0.627 -0.129 -1.021
H 1.308493 1.485673 -4.676957 0.073 -0.614 -0.529
H 2.185433 0.568123 -3.417707 0.345 0.138 -0.153
H 0.526223 0.910503 -3.235657 -0.531 -0.061 0.136
H -0.261287 -1.654297 -3.311967 -0.195 -0.116 0.393
H 1.500163 -1.671527 -2.930117 -0.110 -0.121 0.454
H 0.857863 -3.770067 -3.566507 0.428 -0.325 0.045
H 1.944033 -3.138757 -4.827877 0.161 0.009 -0.073
H -0.074857 -2.530237 -5.885677 -0.343 -0.589 -1.386
H 0.286913 -5.476757 -5.300027 -0.491 0.249 0.317
H 1.197443 -4.494357 -6.405527 0.466 -0.325 -0.184
H -1.757397 -4.861887 -6.692607 -0.389 -0.307 -0.095
H -0.468497 -5.795737 -7.533037 -0.362 -0.084 -0.673
H -2.618627 -3.442127 -8.776007 -0.087 0.024 0.156
H -1.766837 -4.891727 -9.385537 -0.231 -0.233 0.213
H -1.221317 -3.356217 -9.907117 -0.312 0.363 0.019
C -13.896707 3.086413 -3.757697 0.490 0.725 0.343
O -12.587277 3.596633 -3.551137 1.013 0.544 0.658
C -12.308407 4.200913 -2.248327 -0.855 -0.260 -0.610
C -11.124897 5.147403 -2.279587 1.419 -0.484 0.476
N -9.812327 4.443503 -2.276407 -0.571 -0.068 -0.925
C -8.625017 5.292953 -2.320837 0.053 -0.082 0.976
C -7.341387 4.531573 -1.943917 -0.607 -0.394 -0.088
O -7.393907 3.888023 -0.669117 -2.075 1.769 -0.834
C -6.227687 3.552253 -0.025947 0.094 -0.892 -0.088
H -13.916687 2.668173 -4.764057 0.035 -0.134 0.181
H -14.604187 3.914733 -3.719587 -0.300 0.022 0.049
H -14.166787 2.349213 -3.001587 -0.041 -0.203 -0.034
H -12.207067 3.415003 -1.499887 0.249 -0.091 0.040
H -13.156917 4.816653 -1.950017 -0.360 0.020 -0.057
H -11.021187 5.726193 -1.361787 -0.908 0.225 0.070
H -11.257457 5.823223 -3.124457 0.061 0.221 -0.181
H -9.811477 3.990233 -3.178977 0.145 -0.743 -0.049
H -8.682417 6.152443 -1.652937 -0.480 0.003 0.189
H -8.485877 5.695483 -3.324177 0.309 0.217 -0.231
H -6.538967 5.262233 -2.045737 0.427 -0.090 0.254
H -7.252117 3.774043 -2.722557 0.538 -0.386 -0.100
H -5.737407 2.860583 -0.711007 1.055 -0.110 0.245
H -6.540257 2.996113 0.857853 0.159 -0.078 0.061
H -5.613357 4.383583 0.319873 0.237 0.221 -0.352
C 6.627743 0.552583 5.991773 0.006 -0.491 0.557
O 6.993643 -0.253257 4.867043 -0.243 1.322 -0.094
C 8.224283 0.132753 4.273303 1.202 -1.699 0.363
C 8.609973 -0.952357 3.262993 -0.960 0.124 -0.069
N 8.790743 -2.277807 3.904633 -0.040 -0.244 -1.031
C 8.962023 -3.412697 2.932663 0.501 0.749 -0.040
C 7.820603 -3.647797 1.942593 0.452 -0.005 -0.128
O 6.611653 -3.778517 2.633693 -1.638 -0.188 0.073
C 5.418613 -3.622197 1.810253 1.850 0.090 0.294
H 5.738323 0.086323 6.415603 -0.018 0.252 -0.146
H 6.456053 1.608633 5.783503 -0.259 0.010 -0.588
H 7.384463 0.567213 6.776163 0.391 -0.385 -0.073
H 8.993863 0.104733 5.044693 0.139 0.136 0.288
H 8.307143 1.112343 3.802523 -0.779 0.255 -0.006
H 9.414103 -0.510237 2.674783 0.553 -0.710 0.063
H 7.759843 -1.064297 2.590053 -0.172 0.369 -0.491
H 7.833253 -2.446927 4.177973 -0.218 -0.109 0.964
H 9.187633 -4.329747 3.476933 -0.334 0.087 0.347
H 9.869683 -3.242477 2.353643 0.084 0.169 -0.182
H 8.021143 -4.556347 1.374763 0.154 -0.205 -0.152
H 7.762703 -2.839167 1.213993 -0.074 0.303 -0.116
H 5.569613 -2.700887 1.247683 -0.519 0.459 0.213
H 4.560523 -3.651207 2.481773 0.099 0.266 -0.240
H 5.326763 -4.358827 1.012093 0.088 -0.665 0.242
C 6.314993 -0.561687 -0.949197 -0.902 -0.410 0.750
O 7.240383 -1.601277 -0.965487 1.099 -0.699 -0.191
C 8.253223 -1.485747 -1.979657 0.661 -0.870 0.975
C 9.290183 -2.634137 -1.768097 -1.087 -0.597 0.591
N 8.558663 -3.891937 -1.984257 0.244 0.199 -1.314
C 9.344943 -5.123247 -1.733637 -1.152 2.321 -0.386
C 8.406023 -6.269887 -1.685467 0.032 -0.517 1.583
O 7.460053 -6.023987 -0.636907 -0.132 0.282 -0.718
C 6.576293 -7.078297 -0.450697 -0.725 -1.108 0.433
H 5.626393 -0.655507 -1.788927 0.140 0.617 -0.359
H 6.745943 0.420363 -0.754347 0.234 0.192 -0.680
H 5.693673 -0.732387 -0.070037 -0.131 -0.134 0.145
H 8.693913 -0.496127 -1.859117 0.198 0.071 -0.448
H 7.816243 -1.682677 -2.958627 -0.069 0.457 -0.223
H 9.650843 -2.721627 -0.743217 0.146 0.879 0.534
H 10.202753 -2.572427 -2.360967 -0.333 0.211 -0.538
H 7.757673 -3.830597 -1.372087 -0.098 -0.438 0.192
H 9.843033 -4.914317 -0.786877 0.617 -0.865 0.176
H 10.013913 -5.273347 -2.581017 0.377 0.065 0.259
H 8.993123 -7.119787 -1.337517 -0.016 -0.577 -0.523
H 7.904593 -6.445087 -2.637287 -0.011 -0.059 -0.073
H 7.047843 -8.013077 -0.147477 0.563 0.042 0.578
H 6.013733 -7.455497 -1.304717 -0.038 0.712 -0.851
H 5.819173 -6.809287 0.285853 0.257 0.182 0.163
C 4.513723 -1.471337 -4.332717 0.971 0.171 -0.049
O 4.011553 -2.446507 -3.427497 0.126 -0.462 -0.095
C 4.892943 -3.617487 -3.472337 0.777 0.781 1.146
C 4.763493 -4.583087 -2.258177 -0.152 0.493 -0.479
N 3.438283 -5.067697 -2.238827 -2.587 -1.108 0.152
C 2.962553 -5.909747 -1.080787 1.355 1.282 -1.814
C 1.519343 -6.237207 -1.234607 -1.045 -0.060 -0.305
O 0.771683 -5.019927 -1.284647 -0.684 -0.586 0.155
C -0.593087 -5.123237 -1.720717 0.639 0.796 0.247
H 4.692583 -1.829507 -5.346527 -0.353 -0.531 -0.164
H 5.503793 -1.146767 -4.012537 0.266 0.033 0.251
H 3.950963 -0.544467 -4.443617 -0.711 -0.419 0.535
H 5.904223 -3.233147 -3.339287 0.337 0.078 -0.496
H 4.779503 -4.056487 -4.463547 -0.020 -0.474 0.184
H 5.009843 -4.088957 -1.318367 0.315 0.699 0.166
H 5.470343 -5.412217 -2.289997 0.208 0.090 -0.621
H 2.847473 -4.249297 -2.203227 -0.331 0.112 -0.279
H 3.140623 -5.281177 -0.208267 0.044 -0.693 0.755
H 3.526673 -6.839237 -1.157747 0.142 0.028 0.696
H 1.187603 -6.912087 -0.445567 -0.090 0.257 0.587
H 1.304403 -6.813987 -2.134187 0.340 0.086 -0.509
H -0.719017 -5.615757 -2.684907 0.334 0.028 -0.258
H -0.875877 -4.072457 -1.783877 -0.299 -0.054 -0.357
H -1.316197 -5.589257 -1.051357 0.406 -0.307 0.573
C -5.914657 4.802373 5.954983 0.014 -0.371 -1.267
O -4.994687 5.818843 5.653783 0.699 1.229 0.922
C -4.458687 6.395303 6.849173 0.357 0.816 0.185
C -3.618227 7.678363 6.623723 0.850 -2.094 -1.655
N -2.481627 7.254263 5.739093 1.241 1.754 -0.851
C -1.992507 8.403593 4.848793 -0.088 -0.830 0.192
C -0.652447 8.197993 4.103133 -0.079 -0.976 0.243
O -0.819347 7.450253 2.891183 -1.310 0.553 0.598
C 0.291473 7.109323 2.104083 -0.134 -0.059 0.267
H -5.482987 3.949073 6.478083 0.160 0.168 0.541
H -6.143197 4.408643 4.964603 -0.581 -0.079 0.076
H -6.803387 5.203643 6.442053 -0.051 -0.159 0.139
H -3.814067 5.646053 7.308733 0.108 -0.069 0.275
H -5.227537 6.687373 7.564473 -0.453 -0.329 -0.011
H -3.153217 7.993303 7.557893 -0.423 0.134 0.099
H -4.187547 8.476683 6.147623 -0.240 0.068 0.155
H -2.747027 6.532413 5.084423 -0.661 -0.080 0.029
H -1.866497 9.298683 5.457923 -0.088 -0.097 0.170
H -2.777577 8.596743 4.117723 -0.042 0.319 -0.171
H -0.016297 7.607163 4.762173 0.303 0.008 0.154
H -0.141577 9.135113 3.881963 -0.226 0.249 0.032
H 1.149123 6.985043 2.765213 0.324 -0.171 -0.381
H 0.456223 7.832793 1.305613 0.293 0.326 0.166
H 0.000593 6.183093 1.608523 0.428 -0.229 0.103
C 3.064993 -0.962987 2.162713 -0.375 -0.276 0.084
O 2.005583 -0.694407 1.260113 -0.124 -0.157 -0.770
C 1.199373 -1.825547 0.973863 -1.703 0.505 0.208
C 0.081443 -1.383797 -0.008317 0.715 -0.105 0.605
N -0.872797 -0.478407 0.627013 0.011 -0.565 -0.869
C -1.869307 -0.037657 -0.368107 0.973 1.129 1.330
C -2.630447 1.162773 0.179783 -0.996 -0.004 -0.536
O -1.813837 2.276863 0.518983 1.350 -0.970 -0.801
C -1.999937 2.865793 1.791613 -1.213 0.127 -0.038
H 2.689893 -1.538047 3.009293 -0.059 -0.047 0.275
H 3.461943 -0.019527 2.537463 0.077 -0.104 -0.218
H 3.828303 -1.567287 1.672533 0.162 0.207 -0.038
H 0.664533 -2.084757 1.887573 0.069 -0.289 0.509
H 1.696673 -2.744657 0.664003 0.536 0.231 -0.411
H -0.554717 -2.187737 -0.378557 0.470 -0.633 0.039
H 0.592613 -0.968557 -0.876867 -0.048 0.398 -0.318
H -0.392397 0.258713 1.122983 -0.061 0.523 -0.305
H -2.523347 -0.861547 -0.653657 -0.242 -0.002 0.360
H -1.427407 0.314543 -1.300197 0.678 -0.017 -0.348
H -3.345047 0.831713 0.933333 0.355 0.291 0.709
H -3.281197 1.509903 -0.622797 -0.273 0.109 -0.320
H -1.327657 3.697453 2.002523 0.436 -0.276 -0.503
H -1.906667 2.108103 2.569643 -0.261 0.161 0.143
H -2.981077 3.329453 1.689243 -0.269 -0.022 1.021
C -4.667137 4.605893 -4.777317 -0.386 0.469 -0.177
O -4.576757 3.194313 -4.639617 0.891 -0.185 0.194
C -3.200287 2.827993 -4.510077 -0.539 0.101 -0.209
C -3.051547 1.388523 -4.005267 1.550 1.868 -0.630
N -3.192047 0.437353 -5.083757 -0.736 -0.590 3.744
C -2.799627 -0.913307 -4.727617 -0.615 -1.223 -2.871
C -3.363827 -1.882607 -5.796747 0.503 0.121 -0.087
O -4.717167 -1.573407 -6.080207 0.380 0.203 -0.182
C -5.092247 -2.241937 -7.291177 -0.346 -0.709 0.466
H -5.696827 4.952353 -4.865557 -0.187 -0.587 0.291
H -4.214957 4.965913 -5.701447 0.504 -0.128 -0.023
H -4.225447 5.088323 -3.905387 0.141 0.124 -0.031
H -2.611857 3.509543 -3.895787 -0.362 -0.014 0.795
H -2.671247 2.949043 -5.455367 -0.120 -0.316 -0.554
H -3.718457 1.165263 -3.172497 -0.677 -0.248 -0.147
H -2.063897 1.324963 -3.548537 0.261 -0.335 -0.172
H -4.135077 0.523333 -5.435037 -0.394 -0.160 -1.501
H -3.281317 -1.221097 -3.799537 0.125 0.546 0.614
H -1.717397 -1.042937 -4.717777 0.091 0.279 0.447
H -3.185397 -2.904617 -5.462437 -0.353 -0.178 0.363
H -2.789577 -1.844457 -6.722427 0.288 0.420 -0.128
H -4.403197 -2.048217 -8.113247 0.015 0.322 0.017
H -6.119357 -2.014547 -7.576527 0.186 0.396 0.220
H -5.063287 -3.310637 -7.078747 0.024 -0.233 -0.187